## P
The following is a quantum chemistry calculation of the ion C5H8N with charge +1, from OMol25.

gap between HOMO and LUMO = 9.1 eV
LUMO = -0.2059 hartree

ORCA input file:
```
! RIJCOSX wB97M-V def2-TZVPD def2/J DEFGRID3
* xyz 1 1
C -0.3678 -0.5784 1.9340
C 0.1972 -0.4759 0.5096
C 1.2703 -1.3786 0.0826
C -0.2715 0.4647 -0.4746
C -0.6053 1.3425 -1.3674
N -0.9660 2.2113 -2.2509
H -0.8229 0.3249 2.2447
H 0.5432 -0.7417 2.3752
H -0.9348 -1.4164 2.2769
H 0.8074 -2.0761 -0.5885
H 1.6928 -1.8762 0.9204
H 2.0044 -0.7993 -0.4312
H -1.8054 2.6983 -1.9991
H -0.7416 2.3011 -3.2317
*
```

Atom charges from the Mulliken analysis, given in e for atoms 1 to 5:
1 C -1.163
2 C 0.677
3 C -1.216
4 C -0.027
5 C 0.259

---

## Q
The following is a quantum chemistry calculation of the ion C5H8N with charge +1, from OMol25.

gap between HOMO and LUMO = 9.5 eV
LUMO = -0.1946 hartree

ORCA input file:
```
! RIJCOSX wB97M-V def2-TZVPD def2/J DEFGRID3
* xyz 1 1
C 3.1483 0.0773 0.1889
C 1.8949 0.0834 -0.1992
N 0.6684 0.0724 -0.2673
C -0.5761 -0.0247 0.0169
C -1.2660 -1.2865 -0.2939
C -1.4086 1.1843 0.3530
H 3.7116 -0.8182 0.0312
H 3.7798 1.0004 0.2470
H -1.8923 -1.0456 -1.1902
H -2.1310 -1.4039 0.4876
H -0.6431 -2.1655 -0.4859
H -1.0619 2.1596 0.5184
H -2.0979 0.9747 1.0669
H -2.1261 1.1925 -0.4734
*
```

Atom charges from the Mulliken analysis, given in e for atoms 1 to 5:
1 C -0.793
2 C 0.689
3 N -0.049
4 C 0.704
5 C -1.080

---

## R
The following is a quantum chemistry calculation of the ion C5H8N with charge +1, from OMol25.

gap between HOMO and LUMO = 9.3 eV
LUMO = -0.1567 hartree

ORCA input file:
```
! RIJCOSX wB97M-V def2-TZVPD def2/J DEFGRID3
* xyz 1 1
C 1.4014 0.5662 -1.1988
C 1.0547 0.6824 0.1116
N 1.5527 -0.4210 1.0049
C -0.1397 1.1659 0.5661
C -1.3691 1.2028 0.5070
C -2.5427 0.5152 -0.1021
H 1.0901 0.9319 -2.1270
H 2.1367 -0.1490 -1.3854
H 2.2572 -0.9942 0.5363
H 0.5635 -0.6373 1.3096
H 2.0052 -0.1216 1.8563
H -2.1253 0.2085 -1.0263
H -3.4325 1.1895 -0.2131
H -2.6791 -0.3486 0.6171
*
```

Atom charges from the Mulliken analysis, given in e for atoms 1 to 5:
1 C -0.906
2 C 0.715
3 N -0.296
4 C -0.513
5 C 0.262

---

## S
The following is a quantum chemistry calculation of the ion C5H8N with charge +1, from OMol25.

gap between HOMO and LUMO = 10.2 eV
LUMO = -0.2185 hartree

ORCA input file:
```
! RIJCOSX wB97M-V def2-TZVPD def2/J DEFGRID3
* xyz 1 1
C 1.2546 -0.4557 0.3353
C 0.0950 -1.3394 0.2335
C 2.1159 0.4172 -0.2519
C -0.4467 0.0553 -0.3182
C -1.8114 0.5551 0.1822
N 0.7167 0.8192 0.2404
H 0.0030 -2.1690 -0.3827
H -0.4380 -1.4119 1.2142
H 2.8670 0.9224 0.3481
H 2.3367 0.5007 -1.2649
H -0.4033 0.0636 -1.3842
H -2.3370 -0.2884 0.7802
H -2.2992 1.0966 -0.7420
H -1.6531 1.2342 1.0101
*
```

Atom charges from the Mulliken analysis, given in e for atoms 1 to 5:
1 C 0.499
2 C -0.725
3 C -0.298
4 C 0.375
5 C -1.137

---

The most stable of them is Q.

---

## P
The following is a quantum chemistry calculation of a structure of composition C5H8N, from OMol25.

gap between HOMO and LUMO = 9.9 eV
LUMO = -0.1789 hartree

ORCA input file:
```
! RIJCOSX wB97M-V def2-TZVPD def2/J DEFGRID3
* xyz 1 1
C -0.6595 -2.7472 -0.8314
C -0.1094 -2.4792 0.2968
C -0.1613 -0.5768 0.8880
C 0.8755 2.4570 -0.3792
C -0.3117 1.7574 0.0986
N -0.2217 0.6190 0.6782
H -0.7975 -3.8135 -1.2074
H 0.5814 -2.8102 1.0345
H -0.1036 -0.6761 1.9838
H 0.4871 3.2801 -0.9888
H 1.3773 2.9930 0.5146
H 1.5897 1.7495 -0.8257
H -1.1104 -1.8646 -1.3473
H -1.4360 2.1116 0.0855
*
```

Atom charges from the Mulliken analysis, given in e for atoms 1 to 5:
1 C -0.491
2 C 0.006
3 C -0.165
4 C -0.910
5 C 0.083

---

## Q
The following is a quantum chemistry calculation of the ion C5H8N with charge +1, from OMol25.

gap between HOMO and LUMO = 8.2 eV
LUMO = -0.2990 hartree

ORCA input file:
```
! RIJCOSX wB97M-V def2-TZVPD def2/J DEFGRID3
* xyz 1 1
C 2.2457 0.1324 -0.3794
C 0.9853 -0.3419 -0.1185
C 0.3420 -1.5807 0.1948
C -1.5760 0.7337 0.0919
C -0.1122 1.0504 -0.1471
N 3.3198 0.5033 -0.6541
H -0.6411 -1.6729 -0.2010
H 0.5072 -1.6697 1.2588
H 0.7609 -2.4684 -0.0048
H -1.9431 0.3437 1.1263
H -2.0532 -0.1121 -0.4595
H -2.2374 1.6858 -0.0385
H 0.1692 1.8390 0.4976
H 0.2328 1.5574 -1.1665
*
```

Atom charges from the Mulliken analysis, given in e for atoms 1 to 5:
1 C 0.086
2 C 0.820
3 C -1.128
4 C -1.221
5 C -0.358

---

## R
The following is a quantum chemistry calculation of the ion C5H8N with charge +1, from OMol25.

gap between HOMO and LUMO = 9.2 eV
LUMO = -0.2223 hartree

ORCA input file:
```
! RIJCOSX wB97M-V def2-TZVPD def2/J DEFGRID3
* xyz 1 1
C -1.4704 -0.3451 -0.5350
C -0.4529 -1.3558 -0.2665
C -2.1922 0.6903 0.1385
C 0.0736 -0.0298 0.3542
C 1.7208 0.5979 -0.3383
N -0.8524 0.8463 -0.4692
H -0.6183 -2.3124 0.2227
H 0.0820 -1.7857 -1.0092
H -2.8388 1.1616 -0.5215
H -2.1759 0.5677 1.1320
H 0.0640 0.2174 1.3432
H 2.1567 -0.2328 -0.7441
H 2.3008 0.9328 0.5563
H 1.4562 1.3140 -1.1777
*
```

Atom charges from the Mulliken analysis, given in e for atoms 1 to 5:
1 C 0.423
2 C -0.647
3 C -0.211
4 C 0.011
5 C -0.880

---

The most stable of them is P.